The following is a DFT calculation (ωB97M-V/def2-TZVPD) of C3H17HfO14S2 as an isolated structure.

```
37
Properties=species:S:1:pos:R:3:mulliken_charge:R:1
H 0.4792 2.7573 -1.3831 0.24
O 2.1925 -1.4449 0.5936 -0.56
Hf 0.6232 0.1362 0.0122 2.14
O 0.4641 1.8374 -1.6472 -0.47
O 3.7408 3.2152 0.1537 -0.77
O 1.9861 -3.5369 -0.3844 -0.71
O -0.0477 -0.9438 -2.0792 -0.35
H -3.3301 -1.4355 -1.6946 0.30
H 0.8739 2.6604 1.6373 0.21
H 0.1442 -1.8810 -2.1112 0.25
O -1.7915 0.3680 0.1305 -0.78
O 4.7212 1.0965 -0.1065 -0.87
H -4.7000 -1.1040 1.0894 0.44
H -0.5892 2.9873 1.4263 0.22
H -4.6381 -0.3551 -1.5842 0.40
H -0.2713 -0.4295 2.9210 0.21
H -3.8160 0.8261 0.4188 0.20
O 2.4650 1.2470 0.6549 0.06
H 2.6466 -0.5097 -2.5109 0.21
H 3.3943 -0.0148 -1.2911 0.25
H -3.3116 -2.1267 0.7528 0.28
O 2.5209 -0.0494 -1.6811 -0.37
H -3.1060 0.1784 -2.1206 0.26
C -3.5764 -0.4315 -1.3493 -1.28
O 4.1790 1.9245 2.1276 -0.76
O 0.0727 2.3221 1.2374 -0.47
O 0.4497 -0.1678 2.3483 -0.35
C -3.1818 -0.0033 0.1054 0.31
O 0.2060 -2.0829 0.3128 -0.68
S 1.4807 -2.6998 0.6800 1.16
S 3.7908 1.8794 0.7121 1.31
C -3.6106 -1.1366 1.0968 -1.31
H -0.3377 -0.7278 -2.9655 0.20
H -3.3096 -0.9215 2.1221 0.29
H 0.6191 1.8562 -2.5915 0.21
O 1.3730 -3.2389 2.0291 -0.70
H 1.1944 -0.0506 2.9383 0.25
```

Output
Kohn-Sham gap	6.04	eV
highest occupied orbital energy	-0.16790	hartree
LUMO energy	1.47	eV
net charge	-1
energy relative to the best compared isomer or geometry (same formula, charge and spin)	25.7	kcal/mol